# 1
ORCA calculation (ωB97M-V/def2-TZVPD) on a 2-piece molecular cluster, C3H6ClNO4 overall at a distorted geometry.

Atoms and positions in Å:
Cl1 0.7235 -0.9437 -3.0419
O1 -1.8678 -0.6172 1.1997
O2 0.0120 1.9233 -1.2115
O3 -1.9694 1.1956 -0.4707
O4 0.0314 -1.3640 2.0347
N1 -0.5587 1.1011 -0.5715
C1 0.0568 0.2021 0.2428
C2 -0.6561 -0.6257 1.1461
C3 1.6039 0.2526 0.1382
H1 1.9484 1.1904 0.6128
H2 2.0539 -0.6313 0.4388
H3 -0.6386 -1.9199 2.5467
H4 -2.2639 0.3292 0.0412
H5 -0.1407 -0.4007 -2.2263
H6 1.6653 0.3082 -0.8790

Output
M ... 155.537 g mol⁻¹
Gap between HOMO and LUMO ... 9.2 eV
E_HOMO ... -9.724 eV
Energy above the lowest of the compared OMol25 structures with the same formula, charge and spin ... 179.9 kJ/mol

Population analysis type natural (NBO), resulting atomic charges in e:
1. Cl -0.27
2. O -0.64
3. O -0.35
4. O -0.53
5. O -0.66
6. N 0.44
7. C -0.09
8. C 0.74
9. C -0.62
10. H 0.23
11. H 0.23
12. H 0.51
13. H 0.50
14. H 0.26
15. H 0.23



# 2
ORCA calculation (ωB97M-V/def2-TZVPD) on one molecule with the formula C2H10OSSi2 at a distorted geometry.

Atoms and positions in Å:
S1 -1.4314 0.4964 -0.3859
Si1 0.0148 -2.0368 0.0098
Si2 1.4821 1.8419 0.1840
O1 -1.8122 -0.8207 1.0320
C1 -0.5468 -0.6650 -1.2161
C2 -0.3957 1.5761 0.2589
H1 1.9738 0.6829 -0.4795
H2 -1.8775 -0.3886 1.8667
H3 -0.8584 2.4342 0.6602
H4 1.8448 1.4323 1.5920
H5 0.4241 -1.1044 1.0951
H6 -0.9218 -3.1125 0.0333
H7 1.3983 -2.3103 -0.4628
H8 -1.1959 -1.0615 -2.0863
H9 0.2098 -0.0940 -1.6668
H10 1.6920 3.1299 -0.4345

Output
M ... 138.340 g mol⁻¹
Gap between HOMO and LUMO ... 8.7 eV
E_HOMO ... -8.248 eV
Energy above the lowest of the compared OMol25 structures with the same formula, charge and spin ... 128.8 kJ/mol

Population analysis type natural (NBO), resulting atomic charges in e:
1. S 1.10
2. Si 0.93
3. Si 0.85
4. O -1.03
5. C -1.07
6. C -1.08
7. H -0.17
8. H 0.47
9. H 0.24
10. H -0.14
11. H -0.15
12. H -0.14
13. H -0.19
14. H 0.27
15. H 0.27
16. H -0.14



# 3
ORCA calculation (ωB97M-V/def2-TZVPD) on one molecule with the formula C10H21BO at a distorted geometry.

Atoms and positions in Å:
O1 0.3588 0.2642 -0.8406
C1 -1.8294 0.9742 0.3059
C2 -0.8984 -1.4700 1.5106
C3 2.3214 -0.1168 -3.1660
C4 0.0494 0.3461 2.8849
C5 -1.4679 -0.4680 -2.5491
C6 1.4453 -0.9953 1.2214
C7 -0.3060 0.7245 0.3698
C8 0.1005 -0.3150 1.5041
C9 1.1162 -0.7195 -2.9113
C10 0.4691 2.0103 0.6440
B1 -0.0496 -0.3555 -1.9250
H1 -2.1283 1.5612 1.1699
H2 0.2149 2.8057 -0.0570
H3 0.2685 -0.4315 3.7410
H4 -1.3498 -1.7790 0.5702
H5 1.5858 1.8319 0.6764
H6 -0.9615 0.6641 3.1075
H7 -1.3992 -0.9995 -3.5572
H8 0.8512 1.1940 2.9061
H9 2.4713 0.8165 -2.6374
H10 1.7676 -1.6451 1.9869
H11 -1.9401 0.4649 -2.7708
H12 2.3267 -0.3374 1.0061
H13 -1.7684 -1.1293 2.0349
H14 -2.0736 -1.0081 -1.7595
H15 -2.5035 0.0421 0.1011
H16 -1.8871 1.8069 -0.4380
H17 3.1649 -0.5127 -3.7102
H18 -0.4086 -2.3993 2.0328
H19 1.2550 -1.5137 0.2187
H20 0.9620 -1.8094 -3.3055
H21 0.2426 2.4983 1.6354

Output
M ... 168.089 g mol⁻¹
Gap between HOMO and LUMO ... 10.1 eV
E_HOMO ... -9.401 eV
Energy above the lowest of the compared OMol25 structures with the same formula, charge and spin ... 0.0 kJ/mol
SMILES ... C=CB(C)OC(C)(C)C(C)(C)C

Population analysis type natural (NBO), resulting atomic charges in e:
1. O -0.71
2. C -0.67
3. C -0.61
4. C -0.35
5. C -0.62
6. C -1.01
7. C -0.61
8. C 0.31
9. C -0.08
10. C -0.51
11. C -0.64
12. B 0.96
13. H 0.23
14. H 0.22
15. H 0.22
16. H 0.21
17. H 0.23
18. H 0.21
19. H 0.24
20. H 0.22
21. H 0.19
22. H 0.21
23. H 0.25
24. H 0.21
25. H 0.20
26. H 0.22
27. H 0.23
28. H 0.23
29. H 0.20
30. H 0.22
31. H 0.22
32. H 0.19
33. H 0.21



# 4
ORCA calculation (ωB97M-V/def2-TZVPD) on C4H7NO as an isolated structure.

Atoms and positions in Å:
O1 0.3687 1.3485 0.5550
N1 -1.6882 0.2395 -0.0498
C1 1.7509 1.0569 0.7139
C2 -1.4661 -1.0988 -0.6968
C3 0.0103 -0.7753 -0.7178
C4 -0.2843 0.3410 -0.0303
H1 1.8845 0.2984 1.4941
H2 -1.7431 -1.9226 -0.0290
H3 0.8731 -1.1798 -1.2243
H4 -1.9867 -1.1986 -1.6534
H5 2.2456 1.9843 1.0015
H6 2.1810 0.6852 -0.2223
H7 -2.1457 0.2213 0.8591

Output
M ... 85.106 g mol⁻¹
Gap between HOMO and LUMO ... 9.3 eV
E_HOMO ... -8.217 eV
Energy above the lowest of the compared OMol25 structures with the same formula, charge and spin ... 261.1 kJ/mol

Population analysis type natural (NBO), resulting atomic charges in e:
1. O -0.48
2. N -0.60
3. C -0.25
4. C -0.21
5. C -0.44
6. C 0.47
7. H 0.18
8. H 0.18
9. H 0.22
10. H 0.19
11. H 0.20
12. H 0.18
13. H 0.36



- Which of these has the highest gap between HOMO and LUMO?
  C10H21BO



- What is the formula in the second record?
  C2H10OSSi2